Record 1
Entry from OMol25: C25H40BeBrCl3N3O3Si as an isolated structure at a distorted geometry (ωB97M-V/def2-TZVPD).

Element x y z (Å)
C -0.6585 0.8183 -4.5345
C -0.8333 -0.6434 -4.8078
H 0.0794 1.2552 -5.2146
H -0.3285 0.9899 -3.5009
H -1.6042 1.3628 -4.6801
C -0.4625 -1.2556 -5.9431
C 0.0346 -0.5278 -7.1460
H -0.5268 -2.3440 -6.0247
H 0.7381 0.2760 -6.8880
H -0.7872 -0.0805 -7.7268
H 0.5487 -1.2319 -7.8092
Be -0.0020 2.9602 2.3198
Cl -1.6432 3.8634 3.0619
Cl 0.1440 2.7089 0.3364
C -1.2963 0.9402 2.9254
O -0.1157 1.3622 2.8831
N -1.7011 -0.3077 3.1497
C -0.7636 -1.3753 3.4947
C -3.0932 -0.6790 2.8771
H -2.1400 1.6397 2.7689
H 0.1494 -0.9205 3.8874
H -0.5199 -1.9766 2.6021
H -1.2334 -2.0148 4.2544
H -3.6775 0.2376 2.7618
H -3.5107 -1.2565 3.7081
H -3.1851 -1.2592 1.9471
H 3.5414 4.1718 -0.2794
H 2.6546 1.7678 -0.5023
C 4.2246 3.8375 0.5111
C 3.5485 1.5210 0.0880
N 3.8042 2.5576 1.0467
H 4.2388 4.5882 1.3021
C 3.7194 2.2946 2.3752
O 3.8004 1.2134 2.9269
H 3.3863 0.5806 0.6167
H 3.5216 3.2201 2.9372
H 5.2237 3.7625 0.0557
H 4.3963 1.4283 -0.6024
O -0.3387 -1.7953 -2.7892
C -1.4135 -1.4559 -3.6606
C -1.5269 -3.9439 -4.2041
C -2.1688 -2.7093 -4.0868
H -0.4752 -4.0276 -3.9229
C -2.2402 -5.0516 -4.6751
H -2.1082 -0.7904 -3.1281
C -3.5283 -2.5841 -4.4040
H -1.7384 -6.0189 -4.7473
C -3.5785 -4.9128 -5.0570
C -4.2246 -3.6744 -4.9250
H -4.0021 -1.6113 -4.2539
H -4.1250 -5.7689 -5.4628
H -5.2696 -3.5591 -5.2238
Si -0.2420 -1.9664 -1.1364
Cl 1.4847 4.3028 2.8083
C 1.1473 -3.1785 -0.8636
C -1.8559 -2.6445 -0.4696
C 0.2197 -0.3341 -0.4112
H 1.0260 -4.0470 -1.5222
H 1.1558 -3.5205 0.1795
H 2.1124 -2.7054 -1.0868
H 1.1134 0.0636 -0.9066
H 0.4403 -0.4113 0.6592
H -0.5687 0.4157 -0.5214
H -2.1565 -3.5345 -1.0427
H -2.6754 -1.9136 -0.5225
H -1.7243 -2.9426 0.5823
Br 4.2695 4.8631 7.4193
C 2.6737 3.9155 7.0078
C 1.7501 3.5677 8.0051
C 0.5755 2.9093 7.6447
C 0.3584 2.6375 6.2769
N 1.2529 2.9592 5.3737
C 2.3856 3.5786 5.6727
H 1.9812 3.8247 9.0371
H -0.1678 2.5939 8.3738
H -0.5556 2.1571 5.9303
H 3.0661 3.8283 4.8746

## Properties
- Orbital gap: 7.4 eV
- Charge: -1
- Energy above the lowest of the compared OMol25 structures with the same formula, charge and spin: 0.0 kcal/mol
- LUMO energy: 0.081 hartree
- HOMO: -5.162 eV

---

Record 2
Entry from OMol25: C25H40BeBrCl3N3O3Si as an isolated structure at a distorted geometry (ωB97M-V/def2-TZVPD).

Element x y z (Å)
C 2.7016 -2.6122 -2.2857
C 2.1218 -1.6775 -3.2827
H 2.1377 -3.5522 -2.2507
H 2.6630 -2.1492 -1.2924
H 3.7434 -2.8835 -2.5132
C 1.9468 -2.1160 -4.5485
C 2.3325 -3.4733 -5.0409
H 1.6540 -1.4789 -5.3729
H 1.8782 -4.2878 -4.4384
H 3.4339 -3.6249 -5.0235
H 2.0113 -3.6522 -6.0844
Be 1.8954 0.1520 0.5751
Cl 3.6515 0.5795 1.2922
Cl 1.4039 -1.7766 0.6154
C 1.2176 2.6832 0.8599
O 0.9805 1.4969 0.4562
N 0.3079 3.4115 1.4858
C -1.0520 2.9393 1.6499
C 0.6086 4.7669 1.9894
H 2.2546 3.0840 0.7679
H -1.0282 1.9228 2.1292
H -1.5672 2.8622 0.6868
H -1.5929 3.6216 2.3023
H 1.5387 4.8098 2.5664
H -0.1958 5.0984 2.6592
H 0.6408 5.5267 1.1789
H 0.6119 -2.6472 2.7048
H -0.6231 -3.6361 0.4663
C -0.1325 -3.2930 3.2001
C -1.3447 -4.0656 1.1811
N -1.3548 -3.2805 2.4116
H -0.3452 -2.8906 4.1981
C -2.4517 -2.5688 2.7689
O -3.5210 -2.5480 2.1622
H -2.3612 -4.0426 0.7732
H -2.3120 -1.9678 3.6876
H 0.2810 -4.3116 3.2581
H -1.0558 -5.1005 1.3965
O 0.9177 -0.1680 -1.6862
C 1.7803 -0.2574 -2.8286
C 0.2535 0.1957 -4.8459
C 1.2645 0.6242 -3.9701
H -0.1938 -0.7958 -4.7117
C -0.2166 1.0280 -5.8736
H 2.7484 0.1216 -2.4618
C 1.8802 1.8692 -4.2026
H -1.0351 0.6810 -6.5168
C 0.4045 2.2609 -6.0897
C 1.4682 2.6617 -5.2664
H 2.7049 2.1612 -3.5175
H 0.1166 2.8638 -6.9320
H 2.0160 3.5943 -5.4719
Si -0.7114 0.3874 -1.4741
Cl -0.6339 -0.0032 2.3706
C -1.9805 -0.0303 -2.9305
C -0.7418 2.2054 -1.8310
C -1.6850 -0.6754 -0.2789
H -1.8772 0.5398 -3.8703
H -2.9635 0.2345 -2.5094
H -2.0040 -1.1050 -3.1790
H -2.2663 -1.4210 -0.8520
H -2.3744 -0.1798 0.4131
H -0.9876 -1.2926 0.3029
H -0.9654 2.4153 -2.8898
H 0.1858 2.7422 -1.6082
H -1.5783 2.6067 -1.2385
Br -2.7060 -1.3509 8.9103
C -1.8681 -0.1939 7.6600
C -1.7207 1.1747 7.9407
C -1.0618 1.9981 7.0232
C -0.5683 1.4149 5.8339
N -0.7342 0.1282 5.5821
C -1.3881 -0.6591 6.4149
H -2.0628 1.5395 8.8979
H -0.8968 3.0546 7.2096
H -0.0887 2.0180 5.0529
H -1.5090 -1.7063 6.1344

## Properties
- Orbital gap: 6.8 eV
- Charge: -1
- Energy above the lowest of the compared OMol25 structures with the same formula, charge and spin: 63.8 kcal/mol
- LUMO energy: 0.084 hartree
- HOMO: -4.541 eV

---

Record 3
Entry from OMol25: a 3-piece molecular cluster, C25H40F10N9O10S3 overall at a distorted geometry (ωB97M-V/def2-TZVPD).

Element x y z (Å)
C 5.7378 -1.5322 3.7310
C 4.8142 -1.4319 2.4698
C 5.2798 -0.1681 1.6343
O 4.1487 0.6217 1.2358
C 3.6318 0.2465 -0.0230
C 2.3543 -0.6520 0.0886
C 0.9960 -0.0517 0.5263
C 0.4581 1.2498 -0.1574
C -0.0272 2.2381 0.9880
S -1.7385 1.9185 1.5654
C -1.7567 0.9323 3.0527
N -2.7806 0.1776 3.3246
N -2.5923 -0.5136 4.4892
C -1.4024 -0.0932 4.8900
O -0.8270 0.8021 4.0646
N 0.1890 -1.2862 0.4120
C 0.3344 -2.1760 1.5760
C 1.0179 -3.5457 1.3305
F -0.8771 -2.3968 2.2431
C 0.5535 -1.8192 -0.8762
N -0.2083 -2.5712 -1.6361
C 0.3105 -3.1342 -2.9158
C -0.3134 -2.5048 -4.2291
N 0.8332 -2.2935 -5.1515
N -1.2015 -3.4639 -4.9368
N -0.9492 -1.2034 -4.0627
C -1.5870 -2.9006 -1.2494
F -2.0569 -3.8436 -2.1152
F -1.6295 -3.5304 -0.0494
C -2.6068 -1.6908 -1.3439
F -2.0350 -0.4708 -1.4346
F -3.3386 -1.8509 -2.5008
C -3.6863 -1.6087 -0.1974
F -3.1404 -1.4760 1.0241
F -4.3273 -0.4063 -0.4105
C -4.8235 -2.6960 -0.2574
F -4.3935 -3.9456 -0.4683
F -5.4228 -2.6932 0.9613
F -5.7608 -2.3154 -1.1329
N 1.8579 -1.3783 -1.1441
C 2.0565 -0.5825 -2.3830
C 3.4038 -0.9485 -3.1139
N 3.9214 -2.0988 -3.1289
H 6.7849 -1.7311 3.4170
H 5.3622 -2.3486 4.3818
H 5.6864 -0.5820 4.3009
H 3.7604 -1.2264 2.7773
H 4.8929 -2.3278 1.8091
H 5.8585 0.4699 2.3453
H 5.9784 -0.4164 0.8053
H 3.3492 1.1828 -0.5571
H 4.3911 -0.3110 -0.6152
H 2.7533 -1.5197 0.6716
H 1.2231 0.3132 1.5575
H 1.3027 1.7922 -0.6505
H -0.3203 1.0892 -0.9284
H 0.7237 2.3203 1.8049
H -0.0496 3.2464 0.5058
H -1.0163 -0.5273 5.8242
H 0.9628 -1.6516 2.3351
H 2.1229 -3.5005 1.2207
H 0.8328 -4.1560 2.2472
H 0.6199 -4.1413 0.4850
H 1.4132 -2.9903 -2.9735
H 0.1872 -4.2414 -2.9536
H 0.4990 -2.0258 -6.0726
H 1.4439 -3.1072 -5.1778
H -0.8545 -4.4149 -4.8456
H -2.1670 -3.3750 -4.6233
H -0.4440 -0.4741 -4.5657
H -1.8644 -1.2803 -4.5146
H 2.0469 0.5149 -2.2276
H 1.2675 -0.7782 -3.1491
H 3.8703 -0.0965 -3.6598
H 3.3323 -2.7338 -2.5752
C -3.5321 3.4789 -2.0262
C -3.3432 2.3692 -3.0371
O -2.4068 2.8930 -3.9833
S -1.3924 3.8946 -3.2236
O -0.1988 3.1735 -2.9049
O -1.3776 5.1271 -3.9197
O -2.2366 4.0668 -1.8683
H -4.2121 4.2476 -2.3998
H -3.8991 3.1036 -1.0724
H -4.2726 2.0876 -3.5272
H -2.8952 1.4862 -2.5743
C -2.3226 5.6952 5.2612
C -2.1561 4.5770 4.2514
O -1.2320 5.0899 3.2877
S -0.1952 6.0851 4.0228
O 0.9925 5.3586 4.3119
O -0.1846 7.3173 3.3210
O -1.0195 6.2715 5.3952
H -3.0008 6.4671 4.8901
H -2.6790 5.3333 6.2235
H -3.0940 4.3016 3.7738
H -1.7077 3.6912 4.7101

## Properties
- Orbital gap: 7.8 eV
- Charge: +1
- LUMO energy: -0.134 hartree
- HOMO: -11.419 eV

---

Record 4
Entry from OMol25: one molecule with the formula C25H40F3NO3 at a distorted geometry (ωB97M-V/def2-TZVPD).

Element x y z (Å)
C 2.9095 3.6621 -1.5944
C 2.3810 2.4147 -2.5757
C 2.0789 1.1517 -1.5734
C 0.5185 1.1434 -0.9708
O 0.0670 -0.2535 -1.0627
C -0.9001 -0.6028 -0.0111
C -1.9478 0.5202 0.5621
C -2.9453 -0.0417 1.7667
C -4.5305 0.3986 1.4700
C -4.6616 2.0538 1.3258
O -5.0618 2.4635 -0.0308
C 0.0080 -1.4912 1.0250
C 1.3565 -0.8508 1.7044
C 1.1037 0.4778 2.6316
C -0.0593 0.6711 3.7708
C -0.1232 2.0923 4.6498
C 0.9469 3.3383 4.4381
C 0.9553 4.7432 5.2830
C 2.1071 3.1449 3.2832
C 2.1632 1.7500 2.4239
C 0.2388 -2.8016 0.0667
C 1.6708 -3.0282 -0.6989
C 1.5513 -2.9845 -2.3631
C 1.4403 -4.5263 -3.0016
C 1.9280 -4.3813 -4.5950
N 0.8679 -3.7626 -5.4828
O -0.9190 -2.9831 -0.8232
C -1.8323 -1.8131 -0.6065
C -2.7391 -1.5776 -1.9519
F -4.0123 -0.8516 -1.7319
F -2.0350 -0.9253 -3.0797
F -3.1185 -2.9547 -2.4436
H 3.6379 4.3282 -2.2237
H 1.9588 4.2761 -1.2531
H 3.4411 3.1934 -0.6340
H 3.2288 2.0844 -3.3441
H 1.3771 2.6749 -3.1333
H 2.7806 1.1090 -0.6185
H 2.2883 0.1313 -2.1564
H -0.1949 1.8559 -1.5937
H 0.5979 1.5717 0.1152
H -1.3842 1.4541 1.0460
H -2.6352 0.9192 -0.2974
H -2.6753 0.5078 2.7912
H -2.8283 -1.1864 1.9794
H -5.2348 0.0986 2.3823
H -4.9810 -0.1270 0.5245
H -5.5043 2.4227 2.0820
H -3.6396 2.5867 1.5889
H -4.6035 1.9146 -0.7408
H -0.7270 -1.9327 1.8545
H 1.7937 -1.6885 2.4280
H 2.1571 -0.5640 0.8989
H -0.8361 -0.1798 3.9797
H -0.9329 2.2636 5.5089
H 0.0023 5.3843 4.9584
H 1.0375 4.6269 6.4445
H 1.8885 5.4095 4.9548
H 2.9315 3.9501 3.0664
H 3.0183 1.6168 1.6031
H 0.1721 -3.7631 0.7698
H 2.5133 -2.2652 -0.4188
H 2.1138 -4.1091 -0.4616
H 2.5635 -2.5503 -2.8236
H 0.6992 -2.2799 -2.7463
H 0.2914 -4.8097 -2.9134
H 2.1457 -5.2939 -2.4472
H 2.9036 -3.7421 -4.7032
H 2.1850 -5.4643 -4.9978
H 1.2806 -3.3586 -6.3694
H 0.3913 -2.9440 -5.0305
H -2.6290 -2.3169 0.1263

## Properties
- Orbital gap: 8.5 eV
- SMILES: CCCCO[C@]1(CCCCO)[C@H](Cc2ccc(C)cc2)[C@H](CCCCN)O[C@@H]1C(F)(F)F
- LUMO energy: -0.003 hartree
- HOMO: -8.608 eV

---

Record 5
Entry from OMol25: C25H41Cl2OPTb as an isolated structure at a distorted geometry (ωB97M-V/def2-TZVPD).

Element x y z (Å)
P -0.1430 0.9619 -0.3333
C -1.7948 0.3545 -0.9008
C -2.3218 1.0497 -2.1606
C -3.7634 0.5946 -2.4314
C -3.9123 -0.9303 -2.4960
C -3.2861 -1.6487 -1.2926
C -1.8596 -1.1781 -1.0027
C 1.2596 0.2497 -1.2763
C 1.1475 0.4952 -2.7741
C 2.4678 0.0749 -3.4391
C 2.8615 -1.3713 -3.1169
C 2.7950 -1.7185 -1.6160
C 1.5167 -1.2339 -0.9406
C -0.0711 2.8079 -0.3789
C -1.2295 3.3749 0.4669
C -1.1610 4.9023 0.5924
C 0.2106 5.4103 1.0391
C 1.3798 4.7971 0.2656
C 1.2927 3.2716 0.1672
H -2.4511 0.6467 -0.0538
H -1.6649 0.8089 -3.0096
H -2.3002 2.1445 -2.0478
H -4.1081 1.0430 -3.3697
H -4.4041 0.9756 -1.6219
H -4.9743 -1.1887 -2.5667
H -3.4584 -1.3088 -3.4213
H -3.9063 -1.4742 -0.4028
H -3.2690 -2.7287 -1.4752
H -1.4903 -1.6314 -0.0736
H -1.1944 -1.5087 -1.8120
H 2.1428 0.8046 -0.9067
H 3.2634 0.7474 -3.0860
H 0.9448 1.5528 -2.9959
H 0.3083 -0.0837 -3.1870
H 2.3830 0.2082 -4.5234
H 3.8754 -1.5617 -3.4897
H 2.2083 -2.0601 -3.6702
H 2.8827 -2.8033 -1.4872
H 3.6565 -1.2655 -1.1087
H 1.5727 -1.3632 0.1474
H 0.6674 -1.8403 -1.2738
H -0.1820 3.1060 -1.4426
H -2.1981 3.0999 0.0246
H -1.1959 2.9085 1.4660
H -1.4172 5.3473 -0.3778
H -1.9290 5.2307 1.3010
H 0.3396 5.1848 2.1030
H 0.2406 6.4994 0.9455
H 2.3261 5.0708 0.7435
H 1.4052 5.2186 -0.7473
H 2.1032 2.9107 -0.4783
H 1.4418 2.8157 1.1595
Tb -0.2060 -0.5846 4.4211
Cl 1.5867 0.7345 3.3458
Cl -1.9992 0.8919 3.6076
C -0.5190 -2.1531 2.8252
H -1.4567 -2.1010 2.2556
C 0.2695 -3.2785 2.4799
C 1.7149 -3.1925 2.5259
C 2.4953 -4.3275 2.3862
C 1.9095 -5.5877 2.1676
C 0.5090 -5.6885 2.0486
C -0.2969 -4.5601 2.1470
H 2.1568 -2.2071 2.6986
H 3.5773 -4.2517 2.4576
H 0.0523 -6.6671 1.8807
H -1.3863 -4.6322 2.0403
H 2.5281 -6.4815 2.0908
O 0.5437 -0.6182 6.6388
H 0.0579 -0.3027 7.4234
H 1.4563 -0.7622 6.9259

## Properties
- 2S+1: 7
- Orbital gap (spin up / spin down): 4.4 / 5.2 eV
- Charge: -1
- LUMO energy (spin up / spin down): 0.089 / 0.074 hartree
- HOMO (spin up / spin down): -1.978 / -3.157 eV

---

Record 6
Entry from OMol25: C25H41Cl3IrN3O3SSi as an isolated structure at a distorted geometry (ωB97M-V/def2-TZVPD).

Element x y z (Å)
C 2.5160 -2.8412 -1.5617
C 2.0979 -1.8798 -2.6402
H 1.9234 -3.7607 -1.6710
H 2.4394 -2.4814 -0.5239
H 3.5760 -3.1129 -1.7178
C 2.0836 -2.3393 -3.9061
C 2.3012 -3.7330 -4.3551
H 1.9703 -1.6650 -4.7479
H 1.5992 -4.4480 -3.9188
H 3.3219 -4.0820 -4.1537
H 2.1504 -3.7355 -5.4367
Ir -0.0665 1.1888 0.7842
Cl 2.0806 1.0029 1.6717
Cl 0.6827 3.1266 -0.2456
C -0.5764 3.0676 2.5786
O -1.0357 1.8934 2.6799
N -1.2334 4.1400 2.1253
C -2.6274 4.1632 1.7244
C -0.4573 5.3257 1.8094
H 0.4510 3.2756 2.9294
H -3.2242 3.4816 2.3355
H -2.7913 3.8943 0.6687
H -2.9766 5.1922 1.8728
H 0.2866 5.4444 2.6014
H -1.1399 6.1777 1.7261
H 0.0848 5.1490 0.8678
H -1.2699 -4.1739 2.6080
H -2.0161 -2.9490 -0.2071
C -2.3223 -4.3178 2.3150
C -3.0082 -3.1898 0.2250
N -2.8791 -3.1456 1.6654
H -2.8961 -4.5321 3.2207
C -2.7157 -1.9469 2.3181
O -2.5782 -0.8532 1.7815
H -3.7074 -2.4309 -0.1681
H -2.6562 -2.0577 3.4145
H -2.3784 -5.1688 1.6322
H -3.2410 -4.2134 -0.1266
O 1.1516 0.1731 -1.2812
C 2.0542 -0.3569 -2.2913
C 0.8875 0.3139 -4.4625
C 1.8311 0.5536 -3.4758
H 0.3137 -0.6149 -4.3828
C 0.6806 1.2825 -5.4621
H 3.0900 -0.1642 -1.9510
C 2.4710 1.7982 -3.3592
H -0.0595 1.0439 -6.2244
C 1.4117 2.4737 -5.4410
C 2.2785 2.7391 -4.3840
H 3.0812 1.9940 -2.4774
H 1.2191 3.2160 -6.2454
H 2.8304 3.6835 -4.3391
Si -0.6728 -0.1183 -1.1239
Cl -0.1083 -2.0513 -0.4769
C -1.5311 -1.3590 -2.3726
C -1.0808 1.4411 -2.3528
C -2.1669 0.9290 -0.1031
H -1.4283 -1.1089 -3.4255
H -2.5851 -1.4756 -2.0771
H -1.1686 -2.4108 -2.3202
H -2.8386 0.0692 -0.0696
H -2.6148 1.7099 -0.7246
H -2.2058 1.3018 0.9337
H -1.9442 1.1829 -2.9796
H -0.2386 1.7229 -2.9821
H -1.3487 2.3772 -1.8481
S 0.0128 -0.8829 2.9605
C 0.7797 -0.4968 4.4387
N 1.2505 -1.5505 5.2105
C 1.8919 -1.3962 6.4134
C 2.1229 -0.1151 6.8869
C 1.6373 0.9945 6.1688
C 0.9608 0.7985 4.9758
H 1.1035 -2.4839 4.8334
H 2.1913 -2.3186 6.9180
H 2.6761 0.0290 7.8079
H 1.7626 2.0088 6.5400
H 0.5349 1.6026 4.3701

## Properties
- 2S+1: 5
- Orbital gap (spin up / spin down): 6.8 / 4.4 eV
- Energy above the lowest of the compared OMol25 structures with the same formula, charge and spin: 158.8 kcal/mol
- LUMO energy (spin up / spin down): 0.009 / -0.101 hartree
- HOMO (spin up / spin down): -6.506 / -7.178 eV

---

Energy (computed, eV): -153084.923; -153082.157; -120128.454; -42341.344; -85405.207; -96315.716